{"formula": "C14H14N2O", "method": "ωB97M-V/def2-TZVPD", "species": ["O", "C", "C", "C", "C", "C", "C", "C", "C", "C", "N", "C", "C", "C", "C", "N", "C", "H", "H", "H", "H", "H", "H", "H", "H", "H", "H", "H", "H", "H", "H"], "xyz": [[0.28786, 0.98229, -1.73772], [0.32278, 1.46459, -0.72471], [1.24606, 2.34969, -0.27108], [1.88264, 1.63258, 1.16289], [2.35929, 0.09625, 0.70094], [3.39612, -0.03139, -0.07089], [3.84685, -1.15300, -0.63019], [2.91268, -2.27705, -0.06916], [1.79026, -2.10389, 0.52378], [1.41252, -0.72027, 1.18520], [-0.71162, 1.37648, 0.11883], [-1.90742, 0.39771, -0.00697], [-2.14584, -0.58354, -1.22787], [-3.34463, -1.30901, -1.02526], [-4.24724, -1.30471, 0.17014], [-3.98504, -0.36769, 0.92526], [-2.95406, 0.41332, 0.95985], [0.86769, 3.28170, 0.24795], [1.98941, 2.66083, -0.98915], [2.88432, 2.39374, 1.27256], [1.21516, 1.60852, 2.02027], [4.06880, 0.66593, -0.45596], [4.69095, -1.40677, -1.20044], [3.17720, -3.15494, -0.75648], [1.14408, -2.87380, 1.08910], [0.65952, -0.53730, 1.71367], [-0.81386, 1.87780, 1.05843], [-1.44870, -0.59229, -2.00669], [-3.58521, -1.78566, -2.01035], [-5.10311, -1.59618, 0.06231], [-2.74417, 0.96851, 1.92333]], "atomic_forces_ev_per_a": [[0.4280, -5.1640, -9.4859], [-3.3196, 2.7412, 5.1379], [4.4840, 3.7455, 5.9695], [4.8934, 1.1849, -3.9925], [-6.4054, 6.9879, 5.9080], [5.5800, -0.2653, -4.3098], [-5.1115, -4.4588, 4.0471], [6.2409, -0.9366, -7.3415], [-6.1728, 1.7551, 7.1523], [9.0648, -6.5921, -8.0530], [-6.6905, -2.5534, 4.1326], [0.7622, -0.5162, -2.2388], [-2.3579, 2.3940, 6.6133], [0.9480, -0.5899, -2.0550], [10.7914, 2.6711, -6.2710], [-1.4720, 2.3962, 5.5677], [4.5186, 1.1892, -0.0180], [-0.1532, -0.8599, -1.1834], [0.4114, -0.3774, 0.0247], [-2.7641, -2.2822, 0.4535], [0.0589, 0.2803, -0.2173], [0.2399, 2.9589, 0.3849], [0.8070, 0.1599, -0.6752], [-0.7724, 0.2063, 2.0331], [1.0989, 0.3659, -2.0219], [-6.0416, 1.4003, 4.2745], [0.7401, -0.8814, -2.1951], [0.4775, -0.1485, -1.2024], [-0.2970, -0.4601, 1.3318], [-9.3608, -4.2184, -0.5541], [-0.6261, -0.1326, -1.2159]], "nbo_charge": [-0.562, 0.629, -0.481, -0.380, -0.013, -0.287, -0.123, -0.260, -0.205, -0.160, -0.641, 0.177, -0.207, -0.237, 0.063, -0.394, -0.065, 0.233, 0.239, 0.212, 0.202, 0.220, 0.219, 0.213, 0.219, 0.189, 0.399, 0.251, 0.209, 0.164, 0.175], "charge": 0, "largest_force_ev_per_a": 13.8, "homo_energy_ev": -8.588, "lumo_ev": 0.600, "smiles": "O=C(CCc1ccccc1)Nc1cccnc1", "e_above_lowest_kj_mol": 946.0, "e_tot_ha": -726.307056}